ORCA calculation (ωB97M-V/def2-TZVPD) on C51H78AsCsN6O as an isolated structure in a non-equilibrium geometry.

Each line ends with the Mulliken charge.
Geometry (Å):
Cs 0.55632 0.48921 0.90194  1.19
As -1.39480 -3.19441 1.20226  0.52
O -0.15740 1.82111 -1.33719  0.93
N -2.71481 1.03331 -1.60961  -0.04
N 1.48202 -3.69130 0.16573  -0.48
N 0.94587 0.80458 3.70900  1.03
N 3.95646 -0.44927 -1.54747  -0.68
N -2.49652 1.29803 1.14707  1.11
N -0.92630 -1.76989 -2.86060  -0.34
C 4.53938 2.22375 2.49839  -1.50
C -4.86789 2.14024 -1.52673  -0.80
C 4.57937 0.58734 -0.98273  0.13
C -2.40264 1.39632 2.45471  -0.90
C -3.07178 -2.56853 2.05439  -0.82
C 2.04053 -1.31849 3.54823  -1.15
C -0.59013 -1.44393 -4.15558  0.46
C -0.20649 3.13193 -3.37438  -1.31
C 0.02627 5.31002 2.24456  -1.80
C -4.54028 2.42567 2.65140  -1.21
C 0.03862 -2.36220 -5.00481  -0.44
C 5.76607 2.79990 0.38598  -1.03
C -3.59924 1.76506 0.52282  0.11
C 0.59754 4.38512 3.29078  0.43
C -0.08518 -5.70467 2.11969  -1.10
C 1.20244 -0.39465 4.45835  1.73
C 0.30931 -2.03490 -6.32154  -0.32
C -3.69172 1.62613 -0.92898  -0.16
C -3.27097 -5.38618 0.35339  -1.33
C -0.94889 -0.19816 -4.68441  -0.06
C 5.17104 -0.85452 -3.74123  -2.00
C 3.84172 -0.61098 -2.97941  1.81
C 3.97892 -3.07028 -0.03868  1.37
C -3.95930 -1.80666 1.07209  -1.16
C 1.11855 4.92429 4.47598  -1.03
C 4.76090 -2.91369 1.26694  -1.03
C 4.35663 0.84849 0.41014  0.01
C 1.54737 2.67964 5.27293  -0.64
C -0.98629 -4.56626 2.59222  -0.59
C 4.89987 1.93147 1.06301  0.64
C -0.67718 0.12137 -6.00062  -0.47
C -0.04769 3.12578 -1.85094  0.69
C -0.04291 -0.79302 -6.83203  -0.63
C -4.67981 2.35360 1.24668  1.25
C -2.21568 -4.40476 -0.14336  -0.85
C 1.95164 -0.34022 5.80838  -2.46
C 1.05243 2.07673 4.07471  -0.27
C 1.31871 3.68731 -1.47254  -1.09
C 2.59693 -3.40024 0.11699  0.05
C -3.40736 1.96026 3.25559  -1.11
C 2.16286 4.60178 6.73879  -1.60
C -5.81977 2.84044 0.57791  -0.98
C 7.01166 3.45794 -1.69775  -1.72
C 5.46716 1.50006 -1.61951  -0.36
C 2.98090 -1.86486 -3.21646  -2.06
C 1.59197 4.05469 5.45118  0.98
C -5.88801 2.72808 -0.79400  -0.71
C -0.14980 -1.09396 4.71951  -1.38
C 3.08899 0.57620 -3.61346  -1.02
C 0.59303 3.02799 3.09832  1.19
C 6.05084 2.56467 -0.95063  0.51
H 0.17397 -6.37106 2.94739  0.42
H -3.69028 -5.96153 -0.47695  0.42
H -1.21314 2.81825 -3.65603  0.31
H 0.82997 -5.30212 1.69338  0.11
H -0.48669 4.75094 1.46104  0.10
H 5.70474 1.37867 -2.66767  0.13
H -4.09650 -4.86612 0.84210  0.25
H 0.81478 -2.75057 -6.95945  0.37
H 2.16224 -1.36038 6.14104  0.50
H 2.21878 5.69114 6.71264  0.37
H 3.01600 -0.85627 3.38436  0.07
H 7.88474 2.89124 -2.03159  0.33
H 1.91946 2.07711 6.08787  0.24
H 2.12126 0.67932 -3.11741  -0.16
H 3.69365 0.18259 0.96204  0.85
H -0.83271 3.76927 -1.42276  0.24
H -2.64550 -3.75474 -0.90926  0.55
H 4.45293 -3.81000 -0.68932  0.43
H 2.92247 0.41280 -4.68267  0.57
H -2.78597 -1.90210 2.87255  0.51
H -4.36433 -2.47247 0.30639  0.35
H 3.16808 4.21016 6.91067  0.31
H -0.79523 -0.43885 5.30850  0.39
H 0.51178 2.43420 -3.80924  0.04
H -4.96168 2.06064 -2.60562  0.42
H 5.41073 2.56036 3.06443  0.46
H 4.26964 -2.19066 1.91347  -0.09
H 4.11905 1.34813 2.99470  0.01
H -6.75962 3.10808 -1.31843  0.35
H 1.43635 4.69949 -1.86342  0.48
H -1.49706 1.01857 2.91800  0.88
H -3.39286 -1.02044 0.56991  0.04
H 7.35726 4.27672 -1.06516  0.34
H 1.15195 5.99971 4.62095  0.23
H 2.12370 -1.85828 -2.54237  0.05
H -1.22511 -1.00608 -2.26941  0.05
H -6.62086 3.30269 1.14374  0.34
H -2.85260 -6.09714 1.06829  0.25
H 0.31891 -3.33083 -4.60783  0.34
H -0.02656 4.13170 -3.77650  0.46
H -2.97295 0.99998 -2.59330  -0.09
H 3.55788 -2.77475 -3.03360  0.39
H -4.80151 -1.33424 1.58324  0.46
H 5.83995 -1.46406 -3.12953  0.35
H 6.19862 3.65190 0.90105  0.25
H 1.54746 -1.45375 2.58387  -0.17
H -1.13946 1.54397 -1.39420  -0.75
H -0.35592 -2.45520 -2.38974  0.13
H -1.92875 -4.96333 2.98036  0.47
H -0.57547 -6.30309 1.34894  0.22
H 2.62772 -1.88017 -4.24725  0.68
H -0.01128 -2.03654 5.25971  0.53
H 2.90082 0.18627 5.70202  0.35
H -3.27083 2.02532 4.32757  0.58
H 6.53867 3.88232 -2.58651  0.31
H 5.75696 -2.53533 1.03774  0.38
H 3.64645 1.50424 -3.48214  0.40
H -0.69114 5.99584 2.70088  0.45
H -5.34903 2.85225 3.23649  0.32
H 0.81264 5.91174 1.78126  0.32
H 1.35098 0.14701 6.57685  0.50
H 2.10177 3.05240 -1.89288  0.02
H 4.01403 -2.06102 -0.60327  -0.72
H -0.49701 -4.03214 3.41072  0.24
H -3.61933 -3.40467 2.50087  0.50
H 1.54483 4.31136 7.59263  0.30
H 0.19030 -0.53848 -7.85860  0.35
H 4.85828 -3.85688 1.81156  0.42
H 1.43828 3.71214 -0.38790  0.11
H 0.19223 2.62360 2.17564  -1.34
H -0.94774 1.09988 -6.37969  0.37
H -1.39152 -4.94328 -0.61730  0.53
H -1.41625 0.51930 -4.02385  -0.03
H 3.78534 3.01391 2.54743  0.24
H 2.18494 -2.29927 4.01081  0.45
H 5.68547 0.07336 -3.98886  0.41
H 4.97027 -1.38458 -4.67679  0.44
H -0.64381 -1.30203 3.76738  -0.16

## Properties
HOMO-LUMO gap = 5.0 eV
Largest force on an atom = 1.6 eV/Å
ΔE to the lowest compared entry with this formula, charge and spin = 0.251 eV
Charge = -2
Multiplicity = 1